No. 1
Below is a molecular structure, C26H33O5Pd at a distorted geometry, with properties calculated with ωB97M-V/def2-TZVPD.

Summary:
- Orbital gap (alpha / beta): 7.09 / 4.55 eV
- Multiplicity: 5
- LUMO (alpha / beta): -2.76 / -6.34 eV
- ⟨S²⟩: 6.046
- Total charge: +1
- Strongest force on any atom: 2.7 eV Å⁻¹
- Total energy: -41201.7994 eV
- HOMO energy (alpha / beta): -9.85 / -10.89 eV

Geometry (Å):
O: -0.073 -0.381 -5.277
C: -0.207 0.961 -5.887
C: -0.354 0.417 -7.313
H: 0.715 1.505 -5.675
H: -1.089 1.506 -5.525
C: -0.199 -0.970 -6.607
H: 0.490 0.652 -7.967
H: -1.344 0.546 -7.750
C: 1.063 -1.689 -7.028
H: 1.917 -1.011 -6.980
H: 0.913 -2.001 -8.070
H: 1.234 -2.578 -6.409
C: -1.416 -1.854 -6.802
H: -2.339 -1.325 -6.556
H: -1.333 -2.778 -6.218
H: -1.438 -2.117 -7.869
Pd: -0.614 -0.857 1.870
C: -2.565 -1.193 3.105
C: -2.362 0.207 3.231
C: -2.301 0.762 1.910
H: -2.317 0.756 4.155
C: -2.581 -0.291 0.974
C: -2.720 -1.512 1.714
H: -2.853 -2.506 1.285
H: -2.609 -1.887 3.952
H: -2.090 1.805 1.666
H: -2.655 -0.175 -0.114
C: 0.555 -2.367 3.321
C: -0.263 -3.098 2.395
C: 0.199 -2.795 1.063
H: -1.074 -3.756 2.670
C: 1.291 -1.869 1.182
C: 1.499 -1.605 2.573
H: 2.276 -0.959 2.986
H: 0.489 -2.420 4.398
H: -0.208 -3.175 0.130
H: 1.860 -1.437 0.363
O: 0.606 0.012 -1.013
C: -0.305 -0.732 -1.860
C: -0.843 0.254 -2.889
H: -1.174 -1.162 -1.317
H: 0.245 -1.565 -2.362
C: 0.031 1.485 -2.710
H: -1.912 0.446 -2.768
H: -0.725 -0.222 -3.857
C: 0.265 1.424 -1.207
H: -0.395 2.401 -3.126
H: 1.003 1.320 -3.192
H: -0.681 1.700 -0.686
H: 1.104 2.053 -0.862
O: 2.088 3.005 3.967
C: 2.000 2.737 5.259
C: 2.723 3.528 6.196
C: 2.699 3.205 7.547
C: 1.964 2.089 7.986
C: 1.257 1.308 7.059
C: 1.208 1.639 5.705
C: 0.433 0.823 4.704
O: -0.273 -0.128 5.101
O: 0.571 1.181 3.458
H: 1.427 2.263 3.526
H: 3.278 4.369 5.796
H: 3.263 3.829 8.248
H: 1.929 1.813 9.042
H: 0.718 0.414 7.358

***

No. 2
Below is a molecular structure, C26H34Cl2FeNO3S5, with properties calculated with ωB97M-V/def2-TZVPD.

Summary:
- Orbital gap: 8.58 eV
- Multiplicity: 1
- LUMO: -1.93 eV
- Total charge: +1
- Strongest force on any atom: 0.8 eV Å⁻¹
- Total energy: -148751.7729 eV
- HOMO energy: -10.51 eV
- ΔE to the lowest compared entry with this formula, charge and spin: 0.2159 eV

Geometry (Å):
Fe: 1.135 -0.132 -0.690
C: 3.273 -2.235 -1.441
C: 2.248 -2.605 -2.512
S: 0.637 -1.779 -2.249
C: 0.345 -0.921 -3.812
C: 1.074 0.397 -3.878
S: 0.612 1.410 -2.446
C: 1.692 2.830 -2.803
C: 3.207 2.646 -2.664
S: 3.724 2.726 -0.923
C: 5.063 1.508 -0.812
C: 4.648 0.108 -0.358
S: 3.371 -0.430 -1.508
H: 4.227 -2.698 -1.695
H: 2.952 -2.546 -0.448
H: 2.096 -3.682 -2.530
H: 2.609 -2.298 -3.495
H: -0.735 -0.772 -3.848
H: 0.615 -1.570 -4.646
H: 0.803 0.939 -4.786
H: 2.152 0.236 -3.877
H: 1.343 3.635 -2.154
H: 1.446 3.129 -3.823
H: 3.696 3.454 -3.210
H: 3.526 1.709 -3.117
H: 5.797 1.904 -0.112
H: 5.550 1.448 -1.785
H: 4.248 0.089 0.653
H: 5.517 -0.547 -0.435
O: 1.482 0.958 0.938
S: 0.901 2.340 1.281
C: 1.442 2.559 3.003
C: 0.189 2.714 3.861
C: -0.865 1.815 3.225
C: -0.838 2.157 1.744
H: 2.136 3.396 3.056
H: 1.974 1.630 3.214
H: -0.146 3.753 3.849
H: 0.404 2.452 4.897
H: -1.859 1.959 3.646
H: -0.604 0.767 3.362
H: -1.310 3.119 1.532
H: -1.251 1.398 1.082
Cl: -3.654 -3.540 -1.647
C: -3.558 -1.805 -1.493
C: -3.276 -1.073 -2.632
C: -3.190 0.306 -2.555
C: -3.431 0.934 -1.344
C: -3.742 0.187 -0.223
Cl: -4.160 1.040 1.232
C: -3.778 -1.208 -0.239
N: -4.094 -1.954 0.893
C: -3.399 -1.766 2.143
C: -4.154 -1.371 3.242
C: -3.575 -1.240 4.492
C: -2.224 -1.511 4.654
C: -1.471 -1.915 3.565
C: -2.040 -2.051 2.300
C: -1.172 -2.563 1.179
C: -0.247 -1.545 0.571
O: 1.011 -1.745 0.542
O: -0.686 -0.509 -0.018
H: -3.143 -1.597 -3.569
H: -2.972 0.893 -3.438
H: -3.419 2.012 -1.262
H: -4.234 -2.929 0.674
H: -5.206 -1.171 3.089
H: -4.179 -0.939 5.338
H: -1.763 -1.425 5.630
H: -0.421 -2.157 3.695
H: -1.783 -2.934 0.361
H: -0.561 -3.393 1.533

***

No. 3
Below is a molecular structure, C26H34ClInO2 at a distorted geometry, with properties calculated with ωB97M-V/def2-TZVPD.

Summary:
- Orbital gap (alpha / beta): 4.65 / 5.35 eV
- Multiplicity: 1
- LUMO (alpha / beta): -2.18 / -1.53 eV
- Strongest force on any atom: 3.2 eV Å⁻¹
- Total energy: -49296.8462 eV
- HOMO energy (alpha / beta): -6.83 / -6.88 eV
- ΔE to the lowest compared entry with this formula, charge and spin: 1.7410 eV

Geometry (Å):
O: 0.931 -0.620 -5.722
C: 1.353 0.608 -6.394
C: 1.459 0.049 -7.795
H: 2.305 1.005 -5.990
H: 0.598 1.394 -6.293
C: 1.041 -1.253 -7.051
H: 2.462 -0.005 -8.189
H: 0.663 0.356 -8.483
C: 2.173 -2.279 -7.136
H: 3.121 -1.815 -7.439
H: 1.960 -3.023 -7.911
H: 2.336 -2.811 -6.190
C: -0.233 -1.697 -7.730
H: -0.814 -0.832 -8.056
H: -0.841 -2.362 -7.125
H: 0.029 -2.233 -8.647
In: 0.363 -0.399 -2.043
C: -2.094 -0.923 1.032
C: -1.879 0.479 1.149
C: -2.093 1.066 -0.113
H: -1.582 0.986 2.073
C: -2.396 0.028 -1.052
C: -2.446 -1.203 -0.320
H: -2.727 -2.171 -0.726
H: -2.028 -1.645 1.845
H: -2.058 2.145 -0.343
H: -2.717 0.170 -2.090
C: 2.039 -2.288 1.270
C: 0.787 -2.756 0.763
C: 0.869 -2.795 -0.659
H: -0.055 -3.066 1.382
C: 2.170 -2.297 -1.034
C: 2.871 -1.981 0.165
H: 3.911 -1.627 0.208
H: 2.331 -2.252 2.316
H: 0.104 -3.247 -1.307
H: 2.613 -2.338 -2.039
O: 0.035 3.727 -5.515
C: -0.336 2.828 -4.364
C: -1.880 2.785 -4.341
H: 0.016 3.275 -3.386
H: 0.176 1.844 -4.379
C: -1.993 4.325 -4.361
H: -2.370 2.239 -3.514
H: -2.301 2.392 -5.274
C: -1.001 4.771 -5.463
H: -1.577 4.690 -3.407
H: -3.025 4.698 -4.473
H: -0.434 5.693 -5.228
H: -1.522 4.880 -6.460
Cl: -0.029 4.112 0.474
C: 0.443 3.004 1.700
C: 0.312 3.422 3.009
C: 0.719 2.594 4.082
C: 1.250 1.310 3.756
C: 1.480 0.949 2.461
C: 1.047 1.740 1.348
C: 1.364 1.365 0.009
H: -0.055 4.435 3.231
H: 0.550 2.907 5.105
H: 1.564 0.663 4.591
H: 2.085 0.070 2.237
H: 2.361 0.957 -0.177
H: 1.046 2.035 -0.770

***

No. 4
Below is a molecular structure, C26H34EuF3NO9S at a distorted geometry, with properties calculated with ωB97M-V/def2-TZVPD.

Summary:
- Orbital gap (alpha / beta): 5.60 / 6.54 eV
- Multiplicity: 8
- LUMO (alpha / beta): 0.11 / 0.11 eV
- ⟨S²⟩: 15.759
- Strongest force on any atom: 3.0 eV Å⁻¹
- Total energy: -85747.6767 eV
- HOMO energy (alpha / beta): -5.49 / -6.42 eV
- ΔE to the lowest compared entry with this formula, charge and spin: 0.0000 eV

Geometry (Å):
Eu: -0.374 0.677 -0.303
C: -3.285 -1.233 -0.019
C: -2.768 -1.513 1.366
O: -1.827 -0.521 1.702
C: -1.361 -0.570 3.033
C: -0.479 0.617 3.305
O: 0.525 0.659 2.313
C: 1.591 1.542 2.584
C: 2.416 1.749 1.303
O: 2.220 0.731 0.336
C: 2.926 -0.481 0.494
C: 2.183 -1.523 1.297
O: 0.877 -1.760 0.795
C: 0.678 -2.946 0.049
C: 0.977 -2.768 -1.418
O: 0.330 -1.638 -1.947
C: -0.842 -1.852 -2.722
C: -2.042 -2.182 -1.874
O: -2.209 -1.136 -0.942
H: -3.816 -0.284 -0.036
H: -3.972 -2.030 -0.320
H: -2.299 -2.506 1.425
H: -3.610 -1.497 2.070
H: -0.808 -1.503 3.191
H: -2.210 -0.546 3.728
H: -0.034 0.484 4.300
H: -1.048 1.552 3.299
H: 2.200 1.117 3.392
H: 1.209 2.511 2.920
H: 3.477 1.805 1.568
H: 2.130 2.672 0.810
H: 3.898 -0.293 0.971
H: 3.123 -0.844 -0.516
H: 2.074 -1.204 2.332
H: 2.770 -2.450 1.288
H: -0.369 -3.215 0.192
H: 1.288 -3.763 0.455
H: 0.693 -3.682 -1.956
H: 2.052 -2.632 -1.572
H: -0.676 -2.649 -3.454
H: -1.007 -0.914 -3.250
H: -1.925 -3.143 -1.355
H: -2.927 -2.262 -2.518
N: -0.002 1.304 -2.438
C: 0.516 1.666 -3.510
C: 2.028 1.769 -3.661
C: 2.632 2.866 -4.268
C: 4.016 2.993 -4.309
C: 4.820 2.001 -3.762
C: 4.225 0.891 -3.168
C: 2.843 0.784 -3.113
C: -0.282 2.014 -4.771
C: -1.591 2.467 -4.639
C: -2.371 2.728 -5.755
C: -1.857 2.529 -7.035
C: -0.555 2.072 -7.180
C: 0.224 1.824 -6.053
H: 2.008 3.638 -4.706
H: 4.465 3.866 -4.769
H: 5.899 2.091 -3.801
H: 4.843 0.105 -2.747
H: 2.354 -0.060 -2.637
H: -1.981 2.591 -3.635
H: -3.386 3.089 -5.628
H: -2.468 2.728 -7.908
H: -0.139 1.907 -8.168
H: 1.242 1.471 -6.177
F: -1.595 4.434 -1.543
C: -2.209 4.400 -0.370
F: -3.536 4.441 -0.575
F: -1.846 5.485 0.330
S: -1.866 2.911 0.638
O: -2.480 3.234 1.897
O: -2.455 1.816 -0.123
O: -0.398 2.804 0.640